{"formula": "C29H73BI2N3O14P3Si", "method": "ωB97M-V/def2-TZVPD", "fmax_ha_per_bohr": 0.1423, "total_charge": 0, "homo_ha": -0.32391, "elements": ["C", "C", "B", "O", "Si", "C", "C", "C", "C", "O", "C", "C", "N", "N", "N", "C", "I", "C", "C", "I", "H", "H", "H", "H", "H", "H", "H", "H", "H", "H", "H", "H", "H", "H", "H", "H", "H", "H", "H", "H", "H", "H", "H", "H", "H", "H", "H", "H", "O", "P", "O", "C", "C", "O", "C", "C", "O", "C", "C", "H", "H", "H", "H", "H", "H", "H", "H", "H", "H", "H", "H", "H", "H", "H", "O", "P", "O", "C", "C", "O", "C", "C", "O", "C", "C", "H", "H", "H", "H", "H", "H", "H", "H", "H", "H", "H", "H", "H", "H", "H", "O", "P", "O", "C", "C", "O", "C", "C", "O", "C", "C", "H", "H", "H", "H", "H", "H", "H", "H", "H", "H", "H", "H", "H", "H", "H"], "coordinates": [[-2.674, -1.744, 2.107], [-3.371, -2.914, 1.342], [-2.485, -4.249, 1.290], [-3.004, -5.356, 1.987], [-0.761, -4.388, 0.271], [-0.319, -2.624, -0.262], [0.830, -2.476, -1.307], [1.015, -0.962, -1.631], [1.727, -0.191, -0.514], [2.315, 0.968, -1.122], [0.491, -5.210, 1.457], [1.356, -4.230, 2.298], [0.594, -3.249, 3.041], [2.062, -5.045, 3.336], [2.407, -3.668, 1.433], [-1.062, -5.592, -1.195], [0.710, -5.974, -2.379], [-1.749, -6.916, -0.788], [-0.877, -7.910, -0.010], [-2.470, -7.928, -2.596], [-1.797, -2.051, 2.691], [-3.349, -1.209, 2.784], [-2.311, -1.024, 1.359], [-4.305, -3.137, 1.890], [-3.683, -2.577, 0.341], [-3.916, -5.453, 1.672], [-0.100, -1.946, 0.573], [-1.224, -2.216, -0.753], [1.767, -2.928, -0.971], [0.460, -2.916, -2.243], [1.496, -0.842, -2.611], [-0.012, -0.573, -1.748], [0.993, 0.134, 0.241], [2.505, -0.801, -0.030], [2.471, 1.635, -0.443], [1.128, -5.925, 0.913], [-0.103, -5.796, 2.177], [0.522, -2.371, 2.537], [1.158, -3.024, 3.861], [1.326, -5.404, 3.948], [2.409, -5.886, 2.879], [3.268, -3.625, 1.974], [2.590, -4.388, 0.736], [-1.765, -5.076, -1.869], [-2.656, -6.761, -0.196], [-0.690, -7.617, 1.030], [0.078, -8.148, -0.491], [-1.437, -8.856, 0.038], [-3.102, 1.301, -3.758], [-1.991, 1.748, -4.664], [-1.864, 3.341, -4.270], [-1.246, 3.676, -3.024], [0.239, 3.366, -3.014], [-2.857, 1.820, -6.061], [-4.165, 1.264, -6.171], [-5.231, 2.280, -5.809], [-0.573, 1.725, -5.513], [-0.442, 2.182, -6.866], [-0.811, 3.630, -7.105], [-1.753, 3.149, -2.211], [-1.403, 4.744, -2.873], [0.416, 2.290, -3.081], [0.699, 3.725, -2.092], [0.742, 3.832, -3.862], [-4.254, 0.358, -5.574], [-4.293, 0.961, -7.213], [-5.014, 2.795, -4.873], [-6.208, 1.800, -5.729], [-5.289, 3.053, -6.579], [-0.988, 1.517, -7.534], [0.614, 2.054, -7.111], [-1.858, 3.838, -6.898], [-0.631, 3.885, -8.152], [-0.219, 4.294, -6.474], [-4.482, 4.954, 0.261], [-4.962, 4.574, 1.632], [-3.540, 4.223, 2.387], [-2.701, 5.313, 2.772], [-3.298, 6.136, 3.900], [-5.546, 3.084, 1.261], [-5.722, 2.652, -0.089], [-4.479, 1.968, -0.620], [-5.831, 4.586, 3.040], [-6.323, 3.405, 3.686], [-5.271, 2.395, 4.092], [-2.498, 5.944, 1.901], [-1.753, 4.881, 3.095], [-4.209, 6.647, 3.578], [-2.590, 6.893, 4.239], [-3.565, 5.499, 4.744], [-6.028, 3.480, -0.726], [-6.553, 1.942, -0.087], [-3.572, 2.539, -0.424], [-4.560, 1.796, -1.694], [-4.345, 1.001, -0.127], [-7.098, 2.946, 3.074], [-6.822, 3.758, 4.591], [-4.735, 1.981, 3.240], [-5.745, 1.561, 4.613], [-4.528, 2.847, 4.751], [5.972, -1.022, 0.657], [6.487, 0.309, 1.122], [8.018, -0.078, 1.584], [8.988, -0.310, 0.560], [9.349, 0.957, -0.195], [5.684, 0.369, 2.557], [4.632, -0.542, 2.866], [5.154, -1.790, 3.551], [6.762, 1.939, 1.185], [6.724, 2.711, 2.393], [7.699, 2.288, 3.470], [8.618, -1.076, -0.128], [9.876, -0.709, 1.053], [8.497, 1.335, -0.764], [10.164, 0.766, -0.895], [9.654, 1.745, 0.494], [4.056, -0.787, 1.974], [3.949, -0.018, 3.541], [6.012, -2.224, 3.038], [4.368, -2.544, 3.623], [5.494, -1.552, 4.562], [5.704, 2.750, 2.774], [6.972, 3.731, 2.090], [7.508, 1.283, 3.838], [7.620, 2.966, 4.322], [8.724, 2.306, 3.099]], "lowdin_charge": [-0.109, -0.188, -0.436, 0.052, 0.653, -0.256, -0.278, -0.186, -0.256, -0.088, -0.207, -0.708, 0.098, 0.051, 0.100, -0.835, 0.849, -0.856, -0.211, 0.753, 0.049, 0.068, 0.063, 0.091, 0.095, 0.100, 0.057, 0.087, 0.077, 0.062, 0.116, 0.107, 0.116, 0.104, 0.077, 0.063, 0.078, 0.058, 0.079, 0.074, 0.073, 0.060, 0.069, 0.035, 0.056, 0.067, 0.037, 0.058, -0.227, 0.635, -0.215, -0.274, -0.078, -0.251, -0.281, -0.071, -0.228, -0.264, -0.076, 0.102, 0.120, 0.060, 0.078, 0.078, 0.104, 0.117, 0.072, 0.077, 0.075, 0.113, 0.121, 0.066, 0.083, 0.076, -0.221, 0.631, -0.222, -0.286, -0.084, -0.251, -0.271, -0.065, -0.232, -0.265, -0.077, 0.110, 0.117, 0.069, 0.078, 0.076, 0.106, 0.118, 0.068, 0.062, 0.071, 0.113, 0.120, 0.063, 0.083, 0.076, -0.220, 0.634, -0.220, -0.283, -0.084, -0.249, -0.278, -0.066, -0.232, -0.266, -0.076, 0.111, 0.118, 0.070, 0.079, 0.076, 0.086, 0.119, 0.078, 0.057, 0.077, 0.112, 0.120, 0.067, 0.083, 0.076]}

{"formula": "C29H74BrN7O7", "method": "ωB97M-V/def2-TZVPD", "fmax_ha_per_bohr": 0.1430, "total_charge": 6, "homo_ha": -0.71420, "elements": ["C", "C", "O", "N", "H", "H", "C", "H", "H", "H", "H", "H", "H", "C", "C", "O", "N", "H", "H", "C", "H", "H", "H", "H", "H", "H", "C", "C", "O", "N", "H", "H", "C", "H", "H", "H", "H", "H", "H", "C", "C", "O", "N", "H", "H", "C", "H", "H", "H", "H", "H", "H", "C", "C", "C", "C", "C", "C", "N", "O", "C", "C", "C", "H", "H", "H", "H", "H", "H", "H", "H", "H", "H", "H", "H", "H", "H", "H", "H", "H", "H", "C", "C", "C", "O", "C", "N", "H", "H", "H", "H", "H", "H", "H", "H", "H", "H", "H", "H", "C", "C", "C", "O", "C", "N", "H", "H", "H", "H", "H", "H", "H", "H", "H", "H", "H", "H", "Br"], "coordinates": [[0.461, -7.547, -6.527], [-0.712, -6.621, -6.370], [-0.993, -5.710, -5.658], [-1.839, -6.946, -7.429], [-2.631, -7.344, -6.959], [-2.207, -6.003, -7.681], [-1.630, -7.816, -8.527], [0.936, -7.375, -7.470], [0.192, -8.634, -6.412], [1.124, -7.411, -5.706], [-2.526, -7.866, -9.115], [-1.494, -8.804, -8.131], [-0.751, -7.554, -9.106], [1.478, -7.780, 1.942], [0.714, -7.372, 3.090], [0.800, -6.295, 3.660], [-0.187, -8.411, 3.785], [-1.024, -8.577, 3.183], [0.288, -9.319, 3.863], [-0.801, -7.961, 5.165], [1.335, -6.984, 1.196], [1.247, -8.750, 1.523], [2.539, -7.779, 2.295], [-1.090, -6.936, 4.951], [-0.048, -7.988, 5.938], [-1.722, -8.530, 5.312], [-3.340, 5.220, -4.646], [-2.012, 4.457, -4.209], [-1.589, 3.476, -4.586], [-1.185, 5.231, -3.169], [-1.749, 5.799, -2.544], [-0.723, 4.446, -2.494], [-0.036, 5.995, -3.877], [-3.674, 4.497, -5.359], [-3.250, 6.168, -5.162], [-4.038, 5.354, -3.801], [0.546, 5.254, -4.379], [0.586, 6.483, -3.138], [-0.374, 6.798, -4.570], [0.204, -1.798, -2.705], [0.650, -0.790, -1.703], [0.612, -0.968, -0.547], [1.018, 0.561, -2.104], [0.203, 1.241, -1.726], [1.871, 0.851, -1.613], [1.287, 0.995, -3.529], [0.762, -1.775, -3.631], [-0.814, -1.573, -2.958], [0.298, -2.693, -2.161], [0.455, 0.877, -4.222], [2.130, 0.547, -3.993], [1.385, 2.061, -3.423], [7.553, 5.542, 0.239], [7.690, 3.974, 0.063], [8.768, 3.517, 1.049], [8.289, 3.394, 2.459], [6.998, 2.557, 2.537], [5.768, 3.108, 1.806], [6.250, 3.439, 0.415], [5.565, 3.078, -0.519], [5.210, 4.389, 2.446], [4.763, 2.034, 1.764], [8.020, 3.740, -1.411], [6.858, 5.926, -0.521], [8.493, 5.988, -0.084], [7.364, 5.856, 1.256], [9.716, 4.124, 0.934], [9.119, 2.472, 0.845], [8.079, 4.392, 2.885], [8.961, 2.920, 3.186], [6.637, 2.528, 3.602], [7.284, 1.530, 2.235], [4.475, 4.119, 3.183], [4.688, 5.012, 1.681], [5.947, 5.039, 2.920], [3.728, 2.269, 1.538], [4.840, 1.615, 2.771], [5.116, 1.191, 1.152], [7.938, 2.684, -1.598], [9.074, 3.949, -1.433], [7.486, 4.338, -2.186], [-1.573, 2.443, 5.777], [-1.026, 3.518, 6.710], [-0.767, 4.817, 5.975], [-0.359, 5.776, 6.850], [0.068, 6.912, 6.144], [-1.864, 3.718, 8.019], [-1.911, 2.843, 8.521], [-1.482, 4.400, 8.653], [-2.829, 4.014, 7.889], [-1.747, 1.442, 6.231], [-0.876, 2.348, 4.963], [-2.536, 2.756, 5.310], [-0.063, 3.251, 7.159], [-1.677, 5.069, 5.351], [-0.031, 4.556, 5.252], [0.783, 7.377, 6.780], [-0.802, 7.553, 6.019], [0.530, 6.682, 5.152], [-7.003, -4.048, -0.981], [-8.429, -3.614, -1.269], [-9.219, -3.311, -0.010], [-10.527, -3.033, -0.589], [-11.380, -2.421, 0.384], [-8.525, -2.371, -2.178], [-9.459, -1.951, -2.101], [-7.735, -1.757, -2.080], [-8.521, -2.635, -3.196], [-6.648, -4.782, -1.740], [-7.044, -4.657, -0.048], [-6.367, -3.153, -0.836], [-8.898, -4.444, -1.818], [-8.803, -2.426, 0.433], [-9.264, -4.194, 0.591], [-12.047, -1.692, -0.070], [-10.754, -1.857, 1.093], [-12.010, -3.164, 0.880], [-0.564, 2.911, -0.991]], "lowdin_charge": [0.039, -0.317, 0.177, 0.057, 0.175, 0.202, -0.023, 0.104, 0.137, 0.092, 0.123, 0.112, 0.123, 0.022, -0.384, 0.148, 0.095, 0.192, 0.186, 0.066, 0.120, 0.098, 0.145, 0.091, 0.110, 0.111, 0.058, -0.430, 0.193, 0.023, 0.157, -0.038, 0.030, 0.077, 0.094, 0.102, 0.083, 0.095, 0.121, 0.040, -0.461, 0.176, -0.004, -0.090, 0.170, -0.005, 0.093, 0.103, 0.084, 0.104, 0.093, 0.075, 0.012, -0.388, -0.136, -0.175, -0.117, -0.488, 0.043, 0.193, 0.017, -0.040, -0.008, 0.102, 0.112, 0.077, 0.169, 0.146, 0.117, 0.141, 0.155, 0.145, 0.092, 0.116, 0.090, 0.098, 0.109, 0.107, 0.090, 0.103, 0.118, -0.036, -0.275, -0.271, -0.152, -0.063, 0.255, 0.166, 0.161, 0.177, 0.101, 0.083, 0.103, 0.160, 0.162, 0.120, 0.095, 0.105, 0.109, -0.042, -0.316, -0.152, -0.206, -0.061, 0.233, 0.168, 0.152, 0.197, 0.098, 0.106, 0.092, 0.165, 0.130, 0.142, 0.097, 0.093, 0.106, 0.057]}

no.,E_LUMO (eV)
1,-0.361
2,-11.977